29
Properties=species:S:1:pos:R:3:forces:R:3:lowdin_charge:R:1 method="wB97M-V/def2-TZVPD" homo_ev=-8.3633 multiplicity=1 charge=0 homo_lumo_gap_ev=8.88 e_above_lowest_kcal_mol=82.4 lumo_energy_ev=0.51 smiles=CCCN(C)CCO.O.O
C 2.895 -0.586 0.173 0.08 -2.75 -0.49 -0.122
C 1.360 -0.538 0.452 0.72 0.45 -0.25 -0.231
C 0.784 0.858 0.013 -1.83 -1.49 -1.44 -0.149
N -0.753 0.912 -0.016 2.45 0.83 3.03 -0.222
C -1.394 0.867 1.324 1.33 3.48 1.54 -0.095
C -1.388 0.239 -1.070 -0.12 2.67 -0.75 -0.248
C -1.888 -1.114 -0.848 -1.49 -3.82 -0.09 -0.266
O -3.317 -1.107 -0.840 -1.40 2.31 -0.25 -0.126
H 3.374 0.077 0.833 0.79 1.40 0.39 0.039
H 3.454 -1.587 0.442 -1.56 1.46 -0.43 0.111
H 3.126 -0.448 -0.914 0.00 0.46 1.21 0.057
H 1.167 -0.631 1.519 0.10 -0.12 0.11 0.086
H 0.869 -1.406 -0.026 -0.09 0.65 -0.06 0.096
H 1.109 1.080 -1.050 -0.34 -0.15 1.00 0.112
H 1.166 1.676 0.612 -0.05 -0.06 0.24 0.091
H -0.964 1.810 1.953 -0.94 -1.76 -1.76 0.100
H -1.068 0.115 2.061 -0.56 -0.58 -0.79 0.070
H -2.490 1.115 1.352 0.93 -0.91 -0.54 0.094
H -0.700 0.443 -1.901 -0.59 -0.65 -0.41 0.123
H -2.310 0.895 -1.211 0.76 -0.69 -0.63 0.133
H -1.707 -1.918 -1.643 0.72 1.25 0.94 0.139
H -1.649 -1.547 0.160 0.53 0.51 -0.90 0.122
H -3.598 -0.142 -0.990 0.40 -2.34 0.37 0.099
O 1.015 1.539 3.137 1.96 -6.79 -1.20 0.058
H 1.484 2.142 2.688 2.95 3.30 -2.70 -0.015
H 0.475 2.002 3.628 -4.58 3.53 4.26 -0.036
O 2.001 -1.199 -2.721 -0.23 -0.70 2.21 -0.122
H 2.197 -1.861 -1.950 -0.77 2.08 -2.14 0.083
H 1.527 -0.418 -2.315 0.82 -1.59 -0.47 0.019